Record 1
This record from the OMol25 dataset describes a 4-piece molecular cluster, C31H62FIN2O14P3 overall. The level of theory is ωB97M-V with the def2-TZVPD basis set.

## Properties
- net charge = +1
- energy above the lowest of the compared OMol25 structures with the same formula, charge and spin (eV) = 0.000
- max |F| (eV/A) = 7.9

The geometry in XYZ format:
```
114
Properties=species:S:1:pos:R:3:mulliken_charge:R:1
C 2.18778 2.71915 0.92116 -0.685
C 1.25329 3.55741 0.48861 -0.299
C 0.08422 4.47797 -0.17957 0.833
C 0.61742 5.91986 -0.68105 -0.424
C 0.42587 6.14024 -2.30095 -0.259
C -1.14461 6.34223 -2.56546 0.594
C -1.89042 7.72683 -2.39667 -0.653
I -1.00441 9.61371 -1.78607 0.231
N -3.32733 7.50838 -2.70199 0.364
F -4.32544 8.41534 -2.67021 -0.175
C -3.37871 6.07192 -3.00314 0.032
C -4.85566 5.49131 -3.33628 -0.778
C -5.44232 5.18979 -1.71940 0.264
C -6.31273 3.73330 -1.56387 -0.908
O -4.80510 4.01609 -1.00077 -0.247
N -2.13141 5.32294 -2.96976 0.448
C -1.94341 3.84289 -3.28192 0.036
C -0.79009 3.64589 -4.38691 -0.883
C 0.44021 2.69440 -3.97415 -0.656
C 0.06032 1.39753 -3.09275 0.063
C -0.90507 0.34261 -3.84693 -0.259
C -0.66078 -1.10767 -3.11671 -0.746
C -1.76003 -1.45028 -1.98441 -0.800
C -1.78958 -0.43316 -0.73139 -0.103
C -0.46892 -0.45843 0.19891 -0.253
C -0.84352 0.40789 1.54319 -0.371
O -1.73229 -0.37556 2.39863 -0.125
C -2.84754 0.47498 2.79337 -0.681
H 2.90506 1.82288 0.98071 0.357
H -0.76012 4.51669 0.60379 0.430
H -0.30769 3.87001 -1.07338 -0.700
H 1.73060 5.99954 -0.37242 0.295
H -0.04728 6.71757 -0.15118 0.269
H 0.99703 7.11429 -2.59197 0.396
H 0.85001 5.21653 -2.83413 -0.225
H -5.57069 6.26734 -3.78772 0.435
H -4.84962 4.47074 -3.85891 0.316
H -5.83007 6.15263 -1.07984 0.352
H -7.14953 4.39460 -1.04884 0.199
H -6.32128 2.99638 -0.69480 0.404
H -2.94777 3.53328 -3.79186 0.167
H -1.86005 3.19301 -2.34090 -0.033
H -0.35385 4.66289 -4.71378 0.429
H -1.27632 3.18842 -5.33831 0.348
H 1.32175 3.22500 -3.44687 0.233
H 0.88673 2.28334 -4.97451 0.465
H 1.06870 0.84678 -2.87594 0.484
H -0.34995 1.68090 -2.03756 -0.632
H -1.99860 0.69467 -3.76864 0.156
H -0.53710 0.29206 -4.94999 0.357
H -0.79117 -1.89474 -3.97154 0.336
H 0.42154 -1.23082 -2.73631 0.322
H -2.79477 -1.46138 -2.52278 0.304
H -1.51706 -2.50193 -1.55495 0.307
H -2.67237 -0.78433 -0.04893 0.309
H -2.01803 0.66348 -0.99702 -0.134
H 0.46712 -0.01245 -0.31712 0.185
H -0.21997 -1.52767 0.59954 0.322
H -1.37704 1.39714 1.27413 0.100
H 0.10477 0.66150 2.15983 0.142
H -2.48122 1.36145 3.45078 0.293
H -3.62187 -0.16902 3.37148 0.267
H -3.42381 0.92122 1.88614 0.214
C -1.81929 -2.67150 3.63900 -0.557
O -2.28169 -3.82704 4.32308 -0.454
P -1.47195 -5.18293 4.05598 1.127
O -1.03049 -5.38198 2.64983 -0.533
O -2.45565 -6.31500 4.62786 -0.358
C -3.71506 -6.42986 3.98102 -0.643
O -0.29966 -5.12078 5.14493 -0.355
C 0.88137 -5.85956 4.87305 -0.459
H -2.30982 -2.61503 2.66621 0.300
H -2.08053 -1.78860 4.22210 0.154
H -0.73545 -2.69669 3.50208 0.332
H -3.59468 -6.43837 2.89443 0.307
H -4.35949 -5.59620 4.27372 0.273
H -4.18512 -7.36434 4.29126 0.245
H 1.55180 -5.24783 4.26392 0.226
H 0.66010 -6.79370 4.35328 0.186
H 1.37795 -6.08943 5.81758 0.269
C 9.10257 5.09199 -0.32940 -0.614
O 7.91244 5.48334 0.33677 -0.330
P 7.30825 4.43694 1.38947 0.985
O 7.38926 3.01400 0.97539 -0.647
O 5.82157 4.98937 1.63959 -0.328
C 4.96634 5.00529 0.50704 -0.570
O 8.07688 4.80679 2.74415 -0.295
C 8.18808 3.78976 3.72794 -0.618
H 8.83884 4.54013 -1.23406 0.255
H 9.66103 5.98702 -0.60735 0.236
H 9.73087 4.46767 0.31043 0.302
H 5.01477 4.05400 -0.02963 0.349
H 5.25318 5.82139 -0.16276 0.310
H 3.94108 5.16886 0.84266 0.116
H 9.06967 3.18079 3.51248 0.251
H 7.29935 3.15644 3.75279 0.313
H 8.31618 4.25829 4.70553 0.247
C -1.45728 -12.11521 0.25496 -0.611
O -0.20222 -11.52413 0.54970 -0.335
P -0.10033 -9.93574 0.35927 1.026
O -0.81472 -9.39994 -0.82645 -0.657
O 1.48241 -9.66768 0.37946 -0.299
C 2.22966 -10.27673 -0.66335 -0.709
O -0.59242 -9.37257 1.77453 -0.289
C -1.12054 -8.05375 1.80308 -0.360
H -1.48748 -12.37609 -0.80504 0.254
H -1.56694 -13.02353 0.84934 0.243
H -2.28203 -11.43763 0.48911 0.284
H 1.75206 -10.10958 -1.63244 0.333
H 2.31905 -11.35067 -0.47705 0.279
H 3.22856 -9.83807 -0.68192 0.244
H -2.18609 -8.09290 1.56085 0.110
H -0.60535 -7.40039 1.09769 0.399
H -1.00490 -7.64817 2.80817 0.034
```

---

Record 2
This record from the OMol25 dataset describes a 4-piece molecular cluster, C31H62IN2O10S3 overall. The level of theory is ωB97M-V with the def2-TZVPD basis set.

## Properties
- net charge = +1
- max |F| (eV/A) = 2.3

The geometry in XYZ format:
```
109
Properties=species:S:1:pos:R:3:mulliken_charge:R:1
C -1.91192 -3.75217 3.64322 -1.696
C -2.77810 -2.96996 2.64659 1.332
C -4.21435 -3.48013 2.70836 -1.916
C -2.70210 -1.43718 2.84583 -1.626
C -1.86136 -0.77572 1.74461 3.380
C -0.35623 -1.05440 1.94723 -1.749
C -2.15194 0.71509 1.70192 -1.567
O -1.26679 1.47672 0.87217 -0.021
C -1.72912 1.68286 -0.39599 -0.780
N -1.81938 0.40337 -1.19246 0.560
C -0.51559 -0.31772 -1.37205 -0.894
C 0.67566 0.64606 -1.27542 0.535
C 0.30253 1.93629 -1.96647 0.379
O 1.32670 2.87594 -2.16077 -0.422
C 2.64973 2.47835 -1.86446 -0.268
C 3.28392 1.49955 -2.87863 -0.964
N 2.32727 0.93986 -3.83864 0.141
C 2.28369 1.65156 -5.10974 -0.999
C 0.99862 1.32988 -5.85308 0.769
C 0.75747 -0.15585 -6.04610 -1.342
O 1.03009 1.99445 -7.11492 -0.581
C -0.89377 2.64628 -1.23628 -0.257
C -0.51852 3.92698 -0.50448 -1.660
C 0.53011 3.80476 0.56902 0.235
O 1.18910 2.84235 0.87543 -0.433
I 0.84286 5.67592 1.65426 0.030
H -1.75974 -4.75406 3.24033 0.412
H -0.92294 -3.31287 3.73806 0.328
H -2.39718 -3.85752 4.60962 0.390
H -2.40765 -3.23978 1.65545 -0.070
H -4.85616 -2.95558 2.00297 0.391
H -4.61542 -3.42761 3.71803 0.438
H -4.21940 -4.52891 2.40862 0.419
H -3.72119 -1.05959 2.75312 0.522
H -2.27902 -1.20369 3.82004 0.520
H -2.19941 -1.26144 0.82491 -1.066
H -0.18172 -1.30604 2.98797 0.679
H 0.24957 -0.19377 1.68064 0.409
H -0.05335 -1.89843 1.33500 -0.081
H -2.09301 1.11110 2.71350 0.274
H -3.17895 0.88511 1.35864 0.437
H -2.75009 2.07830 -0.32903 0.721
H -2.12337 0.68810 -2.12186 0.687
H -2.57339 -0.19477 -0.84248 0.020
H -0.53147 -0.71624 -2.38414 0.417
H -0.38285 -1.12666 -0.66775 -0.094
H 1.48493 0.10854 -1.75735 0.028
H 0.91931 0.76325 -0.22493 -0.178
H -0.06116 1.64996 -2.96015 -0.031
H 2.76126 2.09327 -0.85118 0.122
H 3.23237 3.39706 -1.87416 0.652
H 3.75793 0.67581 -2.34943 0.243
H 4.09212 2.00390 -3.41397 0.427
H 2.56692 -0.02993 -3.97549 0.223
H 2.29211 2.72308 -4.93814 0.387
H 3.11769 1.35143 -5.75129 0.405
H 0.15048 1.71672 -5.27604 0.046
H 1.55182 -0.62914 -6.62212 0.316
H 0.66876 -0.68223 -5.09625 0.189
H -0.17512 -0.32209 -6.58334 0.366
H 0.14857 2.30676 -7.30280 0.386
H -1.56432 2.96195 -2.03854 0.295
H -0.16060 4.67744 -1.20410 0.632
H -1.40600 4.35973 -0.03942 0.663
C -5.65614 -3.73707 -3.18231 -0.566
C -4.35994 -3.78781 -4.00352 -0.746
C -3.34309 -2.87309 -3.30799 -0.701
S -3.78528 -2.87838 -1.56472 1.545
O -4.18289 -1.52722 -1.19356 -0.858
O -2.76511 -3.55593 -0.80679 -0.735
C -5.23430 -3.90778 -1.72579 -0.864
H -6.35648 -4.51316 -3.48286 0.388
H -6.14698 -2.77110 -3.31764 0.280
H -3.97914 -4.80979 -4.02587 0.324
H -4.52200 -3.47691 -5.03352 0.350
H -2.32059 -3.23147 -3.40522 0.360
H -3.41510 -1.84671 -3.66572 0.317
H -5.98555 -3.58675 -1.00749 0.455
H -4.92471 -4.93068 -1.51554 0.377
C 2.95849 6.06892 5.46813 -0.543
C 1.67744 5.32359 5.86763 -0.483
C 1.93308 4.67193 7.23244 -0.654
S 3.15579 5.70171 8.05829 1.143
O 4.36273 4.93457 8.22360 -0.645
O 2.54608 6.37897 9.17120 -0.657
C 3.38890 6.85120 6.70512 -0.721
H 2.79543 6.72863 4.61696 0.299
H 3.73486 5.35177 5.19338 0.286
H 0.85226 6.03430 5.94672 0.282
H 1.39684 4.57833 5.12422 0.220
H 1.04038 4.63016 7.85075 0.348
H 2.36056 3.67627 7.13315 0.364
H 4.42769 7.17105 6.68533 0.397
H 2.73636 7.70467 6.88583 0.357
C 4.53303 -4.57682 -0.46130 -0.576
C 3.47417 -4.47810 0.64593 -0.814
C 2.69803 -3.17285 0.42274 -0.316
S 2.77854 -2.84838 -1.34251 1.297
O 3.52475 -1.63060 -1.56193 -0.674
O 1.46597 -3.00343 -1.92984 -0.708
C 3.80887 -4.24540 -1.76321 -0.884
H 4.98550 -5.56540 -0.50172 0.386
H 5.32802 -3.85030 -0.28231 0.282
H 2.79310 -5.32802 0.57637 0.332
H 3.92269 -4.49870 1.63715 0.374
H 1.65518 -3.25500 0.71511 0.000
H 3.16296 -2.33020 0.93184 0.482
H 4.47125 -3.96784 -2.57970 0.419
H 3.14939 -5.05551 -2.07287 0.372
```

---

Going through the records in order, we get gap between HOMO and LUMO values of 7.504 8.477 eV.